(1)
DFT (ωB97M-V/def2-TZVPD) results for a molecular structure, C15H28FN2O11P3S at a distorted geometry.

## Properties
E_HOMO ... -8.102 eV
Molar mass ... 556.38 g/mol
Frontier orbital gap ... 7.70 eV
LUMO level ... -0.4 eV

The geometry in ORCA input format:
```
! wB97M-V def2-TZVPD RIJCOSX def2/J DEFGRID3
* xyz 0 1
C 0.425 4.581 -1.787
C -0.019 4.366 -0.294
O -1.247 3.599 -0.307
P -1.016 2.032 0.232
O 0.380 1.500 -0.092
C -2.223 0.959 -0.736
C -3.656 1.633 -0.733
C -4.479 1.431 -2.063
O -3.687 1.369 -3.280
P -2.887 2.786 -3.593
O -3.310 3.965 -2.770
O -1.241 2.439 -3.484
P -0.763 1.194 -4.575
O 0.932 1.027 -4.429
O -1.332 -0.322 -4.053
O -3.223 3.153 -5.238
S -2.462 4.529 -5.740
O -3.009 5.768 -5.169
O -0.995 4.480 -5.603
F -2.775 4.583 -7.358
O -1.358 2.049 1.870
C -0.848 0.888 2.548
C -1.833 -0.370 2.488
H -0.498 4.888 -2.354
H 0.811 3.640 -2.250
H 1.191 5.389 -1.884
H 0.779 3.955 0.369
H -0.261 5.391 0.111
H -1.836 0.683 -1.740
H -2.308 0.006 -0.144
H -3.629 2.731 -0.520
H -4.259 1.164 0.095
H -5.298 2.191 -2.196
H -5.001 0.437 -1.979
H 1.081 0.065 -4.425
H -0.825 -0.651 -3.287
H 0.189 0.595 2.255
H -0.791 1.166 3.639
H -1.767 -1.032 3.384
H -1.513 -0.977 1.591
H -2.885 -0.043 2.281
N 1.604 -2.481 2.355
C 1.261 -3.634 1.702
C 0.920 -4.569 2.646
C 1.056 -3.956 3.917
C 1.477 -2.667 3.705
H 1.902 -1.630 1.911
H 1.292 -3.689 0.626
H 0.606 -5.581 2.446
H 0.866 -4.407 4.878
H 1.697 -1.869 4.396
N 5.376 -6.362 3.596
C 6.526 -5.781 3.133
C 6.246 -4.472 2.833
C 4.876 -4.253 3.132
C 4.367 -5.436 3.603
H 5.286 -7.319 3.885
H 7.440 -6.348 3.055
H 6.947 -3.751 2.444
H 4.326 -3.333 3.016
H 3.378 -5.699 3.940
*
```

Mulliken population analysis, charges in e, atoms 1 to 6: -0.6711, -0.4708, -0.3305, 1.1038, -0.8191, 0.5120

(2)
DFT (ωB97M-V/def2-TZVPD) results for a molecular structure, C15H28HfN4O5SSe4 at a distorted geometry.

## Properties
E_HOMO ... -6.707 eV
Molar mass ... 870.81 g/mol
Energy above the lowest of the compared OMol25 structures with the same formula, charge and spin ... 0.000 eV
Frontier orbital gap ... 6.13 eV
LUMO level ... -0.6 eV

The geometry in ORCA input format:
```
! wB97M-V def2-TZVPD RIJCOSX def2/J DEFGRID3
* xyz 0 1
Hf 9.047 8.412 7.375
C 7.939 10.778 4.903
C 9.246 10.182 4.436
N 9.361 8.790 4.980
C 8.819 7.678 4.069
C 7.584 7.069 4.701
C 6.729 6.263 3.984
C 5.657 5.663 4.590
C 5.279 6.184 5.841
C 6.213 7.020 6.501
C 5.963 7.483 7.901
N 6.876 8.571 8.283
C 6.231 9.873 8.140
C 6.306 10.439 6.762
N 7.707 10.512 6.352
N 7.372 7.420 5.961
H 7.104 10.299 4.298
H 7.981 11.837 4.606
H 10.136 10.707 4.894
H 9.290 10.167 3.354
H 10.361 8.566 5.005
H 9.645 6.944 3.985
H 8.527 8.017 3.072
H 7.120 6.021 3.007
H 4.992 4.923 4.105
H 4.401 5.919 6.399
H 6.031 6.647 8.588
H 4.927 7.781 8.020
H 7.075 8.397 9.236
H 6.781 10.539 8.872
H 5.236 9.796 8.456
H 5.781 11.421 6.751
H 5.769 9.782 6.070
H 8.230 11.216 6.897
Se 8.813 6.730 9.636
Se 8.298 4.797 8.523
Se 9.711 4.797 6.612
Se 11.002 6.579 6.901
O 11.454 10.618 9.317
S 10.278 10.617 8.470
O 10.612 9.744 7.247
O 9.756 11.859 7.936
O 9.093 9.750 9.031
C 13.864 8.967 5.980
C 14.003 10.423 6.205
O 13.429 11.204 5.158
C 12.992 12.440 5.641
C 12.210 13.170 4.586
H 14.094 8.430 6.881
H 14.501 8.569 5.170
H 12.795 8.826 5.796
H 15.069 10.841 6.374
H 13.562 10.677 7.177
H 13.813 13.052 5.912
H 12.468 12.200 6.564
H 12.883 13.657 3.864
H 11.573 13.857 5.138
H 11.571 12.485 4.051
*
```

Mulliken population analysis, charges in e, atoms 1 to 6: 0.4160, -0.9327, -0.2638, -0.0296, -1.2754, 1.0558

(3)
DFT (ωB97M-V/def2-TZVPD) results for a molecular structure, C15H28N7O3S2SbV at a distorted geometry.

## Properties
E_HOMO (spin up / spin down) ... -16.901 / -16.912 eV
⟨S²⟩ ... 2.027
Molar mass ... 591.27 g/mol
Energy above the lowest of the compared OMol25 structures with the same formula, charge and spin ... 0.162 eV
Frontier orbital gap (spin up / spin down) ... 6.60 / 7.06 eV
LUMO level (spin up / spin down) ... -10.3 / -9.9 eV

The geometry in ORCA input format:
```
! wB97M-V def2-TZVPD RIJCOSX def2/J DEFGRID3
* xyz 3 3
V 0.106 0.914 0.262
N -0.321 -2.354 0.248
N -1.685 -2.470 0.541
C -2.424 -1.400 0.835
N -3.727 -1.539 0.993
N -1.725 -0.240 1.028
N -2.355 0.940 0.981
O -3.525 1.110 0.875
O -1.481 1.901 1.023
H -0.125 -2.910 -0.579
H 0.226 -2.734 1.016
H -2.113 -3.387 0.597
H -4.186 -2.429 0.856
H -4.303 -0.752 1.245
O 1.267 2.233 -0.411
S 1.955 3.556 0.152
C 2.458 4.415 -1.366
C 3.988 4.463 -1.350
C 4.453 3.158 -0.712
C 3.633 3.028 0.568
H 1.963 5.383 -1.394
H 2.068 3.781 -2.163
H 4.333 5.317 -0.765
H 4.361 4.593 -2.364
H 5.517 3.170 -0.478
H 4.263 2.310 -1.372
H 3.960 3.729 1.340
H 3.562 2.029 0.999
N 0.307 0.577 3.706
C 1.281 0.012 2.992
N 1.328 0.011 1.657
C 2.489 -0.650 1.198
C 2.854 -0.822 -0.133
C 4.029 -1.500 -0.415
C 4.829 -2.004 0.613
C 4.472 -1.835 1.940
C 3.294 -1.151 2.211
S 2.597 -0.780 3.773
H -0.442 1.087 3.270
H 0.340 0.580 4.714
H 2.243 -0.424 -0.940
H 4.334 -1.645 -1.442
H 5.740 -2.534 0.373
H 5.092 -2.223 2.737
C -1.699 2.069 -3.156
Sb -0.741 0.370 -2.337
C 0.861 0.017 -3.674
C -2.118 -1.182 -2.746
H -1.853 1.903 -4.221
H -1.071 2.945 -3.005
H -2.657 2.216 -2.662
H 0.423 -0.341 -4.605
H 1.551 -0.726 -3.283
H 1.376 0.960 -3.850
H -2.273 -1.203 -3.823
H -3.064 -0.961 -2.253
H -1.737 -2.149 -2.428
*
```

Mulliken population analysis, charges in e, atoms 1 to 6: 0.6463, -0.3692, -0.2613, 0.5496, -0.3511, -0.2892

(4)
DFT (ωB97M-V/def2-TZVPD) results for C15H28O3 in the gas phase at a distorted geometry.

## Properties
E_HOMO ... -9.634 eV
Molar mass ... 256.39 g/mol
SMILES string ... CC(C)(O)C[C@H]1CC[C@@]2(C)[C@H](O)CC[C@](C)(O)[C@H]12
Frontier orbital gap ... 10.29 eV
LUMO level ... 0.7 eV

The geometry in ORCA input format:
```
! wB97M-V def2-TZVPD RIJCOSX def2/J DEFGRID3
* xyz 0 1
C 0.922 0.102 -4.443
C 1.470 -0.120 -3.031
C 2.911 0.461 -2.904
O 1.541 -1.541 -2.820
C 0.464 0.500 -1.964
C 0.694 0.107 -0.459
C 1.729 1.032 0.205
C 1.052 1.582 1.485
C 0.071 0.507 1.894
C 0.912 -0.628 2.562
C -1.069 0.885 2.885
O -0.628 1.128 4.224
C -2.176 -0.158 2.990
C -2.701 -0.527 1.582
C -1.572 -0.927 0.647
C -2.184 -1.254 -0.740
O -0.923 -2.164 0.996
C -0.539 0.232 0.495
H 1.409 -0.493 -5.180
H -0.166 -0.079 -4.535
H 1.089 1.149 -4.683
H 3.572 0.083 -3.689
H 3.333 0.191 -1.921
H 2.845 1.582 -3.037
H 0.672 -1.941 -3.020
H -0.568 0.271 -2.245
H 0.517 1.595 -2.043
H 1.034 -0.945 -0.409
H 1.930 1.847 -0.493
H 2.658 0.482 0.425
H 0.547 2.523 1.222
H 1.757 1.778 2.294
H 1.632 -1.089 1.878
H 1.446 -0.233 3.426
H 0.278 -1.423 2.935
H -1.462 1.825 2.546
H -1.345 1.468 4.800
H -3.019 0.228 3.586
H -1.750 -1.099 3.449
H -3.276 0.283 1.171
H -3.410 -1.380 1.738
H -2.940 -2.051 -0.624
H -1.424 -1.670 -1.417
H -2.650 -0.389 -1.175
H -1.579 -2.866 1.195
H -1.103 1.136 0.205
*
```

Mulliken population analysis, charges in e, atoms 1 to 6: -1.8179, 1.6738, -1.5046, -0.6229, -1.7183, 0.9003

(5)
DFT (ωB97M-V/def2-TZVPD) results for a molecular structure, C15H29Al2BClF5InLiN2O9V at a distorted geometry.

## Properties
E_HOMO ... -10.499 eV
Molar mass ... 749.32 g/mol
Frontier orbital gap ... 1.89 eV
LUMO level ... -8.6 eV

The geometry in ORCA input format:
```
! wB97M-V def2-TZVPD RIJCOSX def2/J DEFGRID3
* xyz 1 1
C 3.039 2.015 1.406
C 3.556 0.673 0.597
F 4.818 0.168 1.203
In 2.036 -1.043 0.612
C -0.016 -0.461 -0.149
C -1.119 -0.118 1.014
O -0.552 0.470 2.238
C -2.167 0.998 0.351
N -1.518 2.347 0.092
H 3.905 2.279 2.181
H 2.942 2.868 0.583
H 2.010 1.794 1.948
H 3.762 0.886 -0.559
H 2.008 -1.871 2.239
H 2.693 -2.262 -0.587
H 0.027 0.451 -0.902
H -0.408 -1.380 -0.803
H -1.683 -1.106 1.290
H -1.338 0.605 2.876
H -2.488 0.546 -0.691
H -3.176 1.091 0.978
H -1.813 3.070 0.791
H -1.760 2.658 -0.897
C -4.655 -3.064 -5.393
C -3.278 -2.953 -5.195
C -2.775 -2.020 -4.286
C -3.664 -1.203 -3.573
C -5.046 -1.307 -3.776
C -5.538 -2.242 -4.690
N -3.142 -0.239 -2.598
O -1.911 -0.164 -2.461
O -3.961 0.442 -1.964
H -5.044 -3.796 -6.098
H -2.597 -3.596 -5.747
H -1.699 -1.946 -4.143
H -5.747 -0.676 -3.233
H -6.610 -2.332 -4.851
Li -1.410 0.968 -4.391
Cl -4.410 -0.192 0.631
O 2.035 1.868 4.979
V 1.590 0.192 5.261
O 1.145 -1.484 5.543
C -5.638 2.739 1.938
O -6.607 3.354 2.598
H -4.610 2.861 2.319
H -5.698 1.640 1.860
H -5.497 3.011 0.878
Al 4.590 3.219 0.584
C 5.482 5.570 3.743
O 5.199 6.028 2.533
H 6.514 5.709 4.108
H 4.908 5.986 4.588
H 5.348 4.489 3.918
B -5.010 -4.185 -0.977
F -6.240 -3.615 -1.501
F -3.950 -4.041 -1.962
F -4.635 -3.489 0.244
F -5.214 -5.595 -0.687
O 9.385 -1.391 1.407
C 8.625 -2.408 0.976
C 7.155 -1.866 0.641
O 6.390 -2.886 0.226
H 8.480 -3.255 1.669
H 8.961 -2.933 0.064
H 7.302 -1.031 -0.066
H 6.824 -1.326 1.545
Al 1.890 2.481 -0.474
*
```

Mulliken population analysis, charges in e, atoms 1 to 6: -0.0246, -0.7269, -0.2707, 0.7225, -0.6529, 0.1489

(6)
DFT (ωB97M-V/def2-TZVPD) results for 5 unconnected molecules or ions with the total composition C15H29BrCl2O16PS4 at a distorted geometry.

## Properties
E_HOMO ... -2.428 eV
Molar mass ... 775.43 g/mol
Frontier orbital gap ... 4.20 eV
LUMO level ... 1.8 eV

The geometry in ORCA input format:
```
! wB97M-V def2-TZVPD RIJCOSX def2/J DEFGRID3
* xyz -1 1
C 0.924 -0.306 -0.737
C 0.344 -0.262 -2.173
P -1.186 -1.337 -2.489
C -1.646 -2.193 -0.884
C -2.664 -0.300 -2.970
Br -2.013 1.156 -4.193
C -3.354 0.421 -1.800
Cl -4.728 1.441 -2.567
C -2.469 1.418 -0.963
C -3.065 2.818 -0.704
Cl -2.339 0.701 0.720
H 1.091 -1.315 -0.349
H 0.305 0.323 -0.089
H 1.906 0.193 -0.766
H 1.114 -0.653 -2.851
H 0.198 0.789 -2.444
H -1.840 -3.230 -1.187
H -0.804 -2.237 -0.186
H -2.578 -1.829 -0.446
H -3.906 -0.257 -1.150
H -1.489 1.600 -1.406
H -2.375 3.292 0.015
H -4.035 2.775 -0.205
H -3.042 3.444 -1.600
C 1.314 5.211 -0.067
C 0.223 4.200 -0.347
O 0.670 3.509 -1.515
S 2.261 3.416 -1.515
O 2.622 2.144 -1.004
O 2.742 3.900 -2.759
O 2.538 4.521 -0.377
H 1.231 6.078 -0.725
H 1.317 5.543 0.969
H -0.739 4.660 -0.525
H 0.133 3.473 0.466
C 3.593 -2.504 2.025
C 3.213 -2.401 3.487
O 1.824 -2.726 3.519
S 1.495 -3.809 2.367
O 1.477 -5.101 2.952
O 0.425 -3.313 1.586
O 2.858 -3.628 1.536
H 3.277 -1.619 1.467
H 4.660 -2.660 1.882
H 3.381 -1.406 3.891
H 3.751 -3.136 4.092
C 4.559 -8.913 0.544
C 3.380 -9.711 1.059
O 2.502 -8.737 1.624
S 2.622 -7.358 0.798
O 1.572 -7.304 -0.151
O 2.865 -6.309 1.715
O 3.989 -7.717 0.014
H 5.238 -8.638 1.356
H 5.114 -9.442 -0.228
H 3.667 -10.445 1.809
H 2.854 -10.213 0.243
C -4.838 6.993 -0.704
C -4.936 6.087 0.504
O -3.575 5.799 0.843
S -2.656 7.058 0.490
O -2.444 7.821 1.666
O -1.580 6.599 -0.314
O -3.705 7.835 -0.438
H -4.635 6.423 -1.613
H -5.732 7.595 -0.847
H -5.480 5.169 0.296
H -5.397 6.599 1.352
*
```

Mulliken population analysis, charges in e, atoms 1 to 6: -0.7244, -0.4817, 0.0095, -0.4743, -0.8705, -0.3267

(7)
DFT (ωB97M-V/def2-TZVPD) results for a molecular structure, C15H29Cl2CuN4O5Pd at a distorted geometry.

## Properties
E_HOMO (spin up / spin down) ... -16.964 / -16.962 eV
⟨S²⟩ ... 3.786
Molar mass ... 586.29 g/mol
Energy above the lowest of the compared OMol25 structures with the same formula, charge and spin ... 0.688 eV
Frontier orbital gap (spin up / spin down) ... 7.78 / 4.37 eV
LUMO level (spin up / spin down) ... -9.2 / -12.6 eV

The geometry in ORCA input format:
```
! wB97M-V def2-TZVPD RIJCOSX def2/J DEFGRID3
* xyz 3 4
C 0.972 0.284 6.551
C 0.858 1.628 5.915
N 0.343 1.561 4.545
C 0.581 0.577 3.581
C -0.166 0.903 2.477
N -0.953 2.007 2.788
C -0.720 2.300 4.077
C -1.959 2.647 1.925
H 0.020 -0.247 6.490
H 1.183 0.360 7.616
H 1.643 -0.376 6.000
H 1.754 2.249 5.929
H 0.182 2.220 6.535
H 1.386 -0.139 3.640
H -0.266 0.360 1.551
H -1.251 3.014 4.687
H -2.466 3.453 2.449
H -2.579 1.815 1.588
H -1.505 2.974 0.989
Cu -1.903 2.263 -2.234
Pd 1.778 4.757 -0.559
C 0.603 2.320 -1.158
O -0.177 1.406 -1.087
O 0.149 3.491 -1.466
O 1.752 2.484 -0.687
Cl 1.840 -2.076 0.641
C 2.288 -0.603 -0.319
C 3.761 -0.597 -0.720
Cl 4.106 -1.814 -1.957
H 1.977 0.266 0.258
H 1.686 -0.594 -1.226
H 4.421 -0.841 0.111
H 4.048 0.404 -1.041
C -1.005 0.437 -4.918
O -1.383 0.963 -3.879
N 0.135 -0.288 -5.025
C 0.459 -0.946 -6.268
C 1.121 -0.395 -3.917
H -1.623 0.464 -5.827
H 0.101 -0.362 -7.115
H 0.017 -1.939 -6.337
H 1.548 -0.900 -6.269
H 0.958 0.263 -3.066
H 1.109 -1.448 -3.631
H 2.105 -0.156 -4.319
C -1.836 -1.714 0.323
O -1.589 -1.933 1.499
N -2.245 -2.714 -0.497
C -2.503 -2.409 -1.885
C -2.324 -4.100 -0.030
H -1.676 -0.738 -0.157
H -1.871 -3.152 -2.381
H -2.214 -1.388 -2.130
H -3.475 -2.670 -2.309
H -1.855 -4.210 0.946
H -3.367 -4.383 0.140
H -1.972 -4.738 -0.840
*
```

Mulliken population analysis, charges in e, atoms 1 to 6: -1.2026, -0.3337, 0.2448, -0.9194, -0.3970, 0.2853

(8)
DFT (ωB97M-V/def2-TZVPD) results for a molecular structure, C15H29F3O6Zn at a distorted geometry.

## Properties
E_HOMO ... -7.093 eV
Molar mass ... 427.77 g/mol
Energy above the lowest of the compared OMol25 structures with the same formula, charge and spin ... 2.065 eV
Frontier orbital gap ... 7.49 eV
LUMO level ... 0.4 eV

The geometry in ORCA input format:
```
! wB97M-V def2-TZVPD RIJCOSX def2/J DEFGRID3
* xyz 0 1
Zn 5.592 -10.572 13.478
C 6.971 -10.431 11.176
O 7.059 -9.642 12.326
O 5.987 -11.375 11.601
C 6.738 -9.503 9.930
F 6.390 -10.097 8.802
F 5.746 -8.676 10.110
F 7.802 -8.689 9.604
C 8.108 -8.749 12.659
C 7.640 -7.277 12.662
H 8.270 -6.697 13.336
H 7.577 -6.825 11.672
H 6.628 -7.160 13.051
H 9.011 -8.907 12.069
H 8.434 -9.088 13.642
H 7.926 -10.951 11.104
C 7.554 -8.537 16.653
C 6.095 -8.512 16.149
O 5.726 -9.536 15.275
H 7.841 -7.649 17.216
H 8.295 -8.604 15.857
H 7.730 -9.436 17.243
H 5.945 -7.597 15.577
H 5.407 -8.416 16.989
C 2.242 -12.489 12.427
C 2.915 -12.303 13.786
O 3.900 -11.593 13.970
C 2.166 -12.970 14.914
H 2.587 -13.359 11.869
H 2.595 -11.753 11.705
H 1.152 -12.500 12.435
H 1.954 -13.934 14.452
H 1.192 -12.517 15.097
H 2.716 -13.007 15.854
C 2.349 -8.338 11.354
C 3.378 -8.295 12.518
O 4.187 -9.202 12.648
C 3.422 -6.981 13.223
H 2.589 -9.175 10.698
H 2.320 -7.411 10.783
H 1.383 -8.411 11.854
H 4.086 -7.095 14.080
H 2.445 -6.681 13.603
H 3.824 -6.151 12.643
C 8.074 -12.748 16.328
C 6.899 -12.986 15.324
O 6.594 -12.137 14.518
C 6.156 -14.297 15.391
H 8.895 -12.272 15.791
H 8.445 -13.677 16.761
H 7.734 -12.043 17.087
H 6.223 -14.505 16.459
H 6.724 -15.016 14.800
H 5.108 -14.185 15.115
*
```

Mulliken population analysis, charges in e, atoms 1 to 6: 1.0482, 0.1855, -0.1613, -0.7810, 0.5786, -0.3210